[1]
DFT (wB97M-V/def2-TZVPD) results for a single C3H5NO2 molecule in a non-equilibrium geometry.

```
11
Properties=species:S:1:pos:R:3:forces:R:3:lowdin_charge:R:1
O 0.140919 2.391500 -0.442830 0.044 -0.573 0.936 0.0564
C -0.186760 1.300879 -0.837058 0.462 1.446 -2.496 -0.2409
C 0.689330 0.057122 -0.765492 -1.136 -0.404 0.226 -0.1435
N 0.669236 -0.425652 0.606413 0.778 -0.588 0.102 0.0174
C -0.276942 -1.322813 1.031082 -0.032 -0.290 0.277 -0.3656
O -1.172914 -1.808457 0.390300 -0.224 0.424 -0.499 0.0417
H -0.991073 1.313084 -1.614669 -0.262 -0.644 0.683 0.1260
H 0.270696 -0.706824 -1.433534 0.016 0.115 0.146 0.1157
H 1.667406 0.330466 -1.160466 0.145 -0.018 0.536 0.1294
H 1.552268 -0.596573 1.071040 -0.080 0.541 -0.002 0.1333
H -0.163989 -1.574479 2.095290 0.290 -0.008 0.091 0.1302
```
Forces are in eV/Å.

## Properties
Strongest force on any atom, eV/A: 2.92
ΔE to the lowest compared entry with this formula, charge and spin, kcal per mole: 31.9
M, u: 87.08
SMILES: O=CCNC=O
Gap between HOMO and LUMO, eV: 10.40
Total charge: 0
Highest occupied orbital energy, eV: -9.9
Calculated total energy, eV: -8776.3102



[2]
DFT (wB97M-V/def2-TZVPD) results for a single C5H8O molecule.

```
14
Properties=species:S:1:pos:R:3:forces:R:3:lowdin_charge:R:1
C 1.684153 0.230031 0.067354 0.060 0.001 0.010 -0.1598
C 0.622536 0.289359 -0.988388 0.011 0.157 0.254 -0.0130
C -0.682283 -1.208373 -0.440540 -0.113 -0.194 0.083 -0.0595
C -0.772326 0.344763 -0.480878 -0.016 0.094 -0.153 -0.3683
C -1.084908 0.990022 0.843102 -0.085 0.133 0.018 -0.2427
O -1.860374 1.907416 0.966190 0.290 -0.394 -0.067 0.0608
H 1.458493 -0.115453 1.087581 -0.102 0.055 -0.227 0.0692
H 2.590596 -0.270194 -0.285925 -0.156 0.109 -0.008 0.0712
H 1.937650 1.299887 0.138776 0.073 0.003 0.017 0.1014
H 0.185260 -1.501600 -1.072750 -0.079 -0.212 0.071 0.0863
H -0.501344 -1.575558 0.573696 -0.075 0.086 -0.172 0.0974
H -1.552781 -1.678060 -0.903223 0.135 0.158 0.107 0.1007
H -1.493402 0.689483 -1.226409 0.135 -0.039 0.106 0.1338
H -0.531272 0.598278 1.721414 -0.079 0.043 -0.037 0.1227
```
Forces are in eV/Å.

## Properties
Strongest force on any atom, eV/A: 0.49
ΔE to the lowest compared entry with this formula, charge and spin, kcal per mole: 96.1
M, u: 84.12
Gap between HOMO and LUMO, eV: 9.09
Total charge: 0
Highest occupied orbital energy, eV: -8.4
Calculated total energy, eV: -7358.0858



[3]
DFT (wB97M-V/def2-TZVPD) results for a molecular structure, C33H71Br28O2P in a non-equilibrium geometry.

```
135
Properties=species:S:1:pos:R:3:forces:R:3:lowdin_charge:R:1
C 4.855344 -0.307904 -4.379935 0.443 -0.104 0.110 -0.1197
C 6.123342 0.466907 -4.039179 -0.063 -0.561 0.257 -0.2853
O 5.936984 1.820144 -3.690781 0.349 0.267 -0.718 -0.2656
C 5.234069 2.556831 -4.690490 -0.771 0.227 0.767 -0.3674
P 3.422655 2.821272 -3.993901 -0.138 -0.689 -0.319 0.8739
C 1.668836 2.944596 -3.229282 -0.348 0.015 -0.236 -0.4360
O 0.607327 2.860322 -4.180645 0.157 0.105 0.033 -0.3106
C 0.380908 1.498394 -4.535834 0.367 0.761 0.244 -0.1813
H 5.170847 -1.265222 -4.788096 -0.067 -0.244 0.012 0.0783
H 4.285404 -0.481849 -3.472928 -0.335 0.020 0.039 0.0533
H 4.236096 0.154213 -5.140155 -0.044 0.248 0.019 -0.0319
H 6.542729 -0.008449 -3.155647 0.190 0.046 0.171 0.1071
H 6.862051 0.326771 -4.833549 0.022 0.394 -0.227 0.1198
H 5.216409 2.062589 -5.659976 0.092 -0.221 -0.096 0.0750
H 5.640657 3.557626 -4.834352 0.531 0.005 0.194 0.0676
H 3.770891 1.918633 -2.931180 0.301 0.243 0.072 0.0312
H 3.627565 4.227702 -3.951611 -0.135 -0.138 0.036 -0.0549
H 2.898138 2.263885 -5.204172 -0.251 0.260 0.032 0.0190
H 1.604727 3.896097 -2.698989 -0.185 0.210 -0.055 0.0416
H 1.507989 2.159131 -2.484654 0.334 -0.005 -0.019 -0.0110
H -0.427135 1.059525 -3.957315 -0.299 0.087 -0.052 0.0312
H 0.179881 1.481050 -5.600001 -0.112 -0.285 -0.176 0.0666
H 1.278287 0.938132 -4.288908 0.037 -0.438 -0.352 0.0252
Br 0.129726 -1.167549 -2.350877 -0.023 -0.187 0.041 0.7027
C -0.710004 -0.676465 -0.662522 -0.042 -0.014 -0.163 -0.6844
C -0.758005 0.814370 -0.482595 0.105 0.116 0.212 -0.6736
Br 0.973303 1.550091 0.021627 -0.032 -0.134 0.222 0.6565
H -0.162980 -1.188938 0.123536 -0.002 0.061 0.052 0.0273
H -1.717019 -1.077059 -0.718847 -0.038 -0.005 0.022 -0.0226
H -1.426801 1.056663 0.340485 0.036 0.020 -0.096 -0.0095
H -1.070464 1.340563 -1.379986 -0.004 -0.033 -0.029 0.0559
Br -3.669114 -3.064340 -0.269222 0.063 -0.051 -0.013 0.6714
C -4.519736 -2.650420 1.435368 -0.175 0.240 -0.340 -0.7345
C -4.631564 -1.166035 1.658758 -0.034 0.076 -0.014 -0.6886
Br -2.921354 -0.383358 2.178393 -0.022 -0.057 0.068 0.7154
H -3.944796 -3.158156 2.202653 -0.164 0.268 -0.416 -0.1099
H -5.509552 -3.096637 1.372859 -0.074 0.042 0.029 0.0419
H -5.302513 -0.958586 2.489602 0.121 -0.015 -0.146 -0.0265
H -4.970487 -0.630141 0.778827 0.030 -0.009 -0.055 0.0111
Br 9.649437 4.382913 -4.025895 0.002 -0.048 -0.066 0.5993
C 8.521210 3.669240 -2.610813 0.036 0.182 -0.098 -0.7010
C 9.330141 3.311442 -1.394797 -0.086 -0.216 0.093 -0.6959
Br 10.302921 1.644175 -1.646597 0.049 0.045 0.000 0.5933
H 7.981287 2.825294 -3.028346 -0.040 -0.006 0.041 0.0247
H 7.816952 4.465773 -2.380860 -0.001 -0.007 0.065 0.0596
H 8.675683 3.133770 -0.544483 -0.044 0.009 -0.021 0.0560
H 10.063309 4.067587 -1.135349 0.007 0.028 -0.040 0.0470
Br 2.375169 -0.761825 -6.779997 -0.036 -0.172 -0.048 0.6979
C 1.089848 -1.567940 -7.996008 0.172 0.238 -0.060 -0.6788
C -0.288709 -1.001667 -7.787224 -0.211 -0.236 0.032 -0.6896
Br -1.121175 -1.726536 -6.185108 0.043 0.096 0.037 0.6138
H 1.136962 -2.640177 -7.839918 -0.072 -0.014 0.029 0.0503
H 1.451234 -1.332490 -8.994457 -0.042 0.021 -0.020 0.0575
H -0.944982 -1.285702 -8.606570 0.030 -0.010 -0.031 0.0565
H -0.289224 0.078118 -7.681458 0.062 0.016 -0.008 0.0433
Br 4.631982 -0.622698 -0.174828 0.186 0.060 -0.008 0.6325
C 4.292025 -2.489203 -0.600924 -0.081 0.219 -0.066 -0.6617
C 2.818245 -2.772303 -0.487307 -0.004 -0.372 0.108 -0.6945
Br 2.230646 -2.893839 1.365094 0.025 0.079 -0.005 0.6564
H 4.911276 -3.087130 0.059488 -0.078 -0.043 0.056 0.0530
H 4.622914 -2.629787 -1.627886 -0.028 0.036 -0.025 0.0565
H 2.573295 -3.733884 -0.933371 0.031 -0.002 -0.033 0.0638
H 2.215598 -1.998977 -0.946953 0.051 0.020 -0.048 -0.0442
Br 0.956799 5.827313 -5.582588 -0.014 -0.073 0.144 0.6738
C 1.270517 7.573091 -4.792087 -0.214 -0.056 -0.331 -0.7082
C 2.716823 7.961423 -4.890739 0.120 0.200 0.250 -0.6868
Br 3.783101 6.999365 -3.582851 0.237 0.055 -0.096 0.5976
H 0.914560 7.526020 -3.768190 0.076 0.028 0.040 -0.0028
H 0.650157 8.264395 -5.358545 0.048 0.058 0.001 0.0591
H 2.846235 9.014875 -4.651271 -0.030 0.004 0.033 0.0423
H 3.150023 7.758660 -5.864200 -0.057 -0.050 -0.031 0.0504
Br 1.026623 -4.095026 5.274722 -3.497 -0.878 -1.683 0.4906
C 1.841941 -5.619650 4.301742 -1.171 0.080 -0.947 -0.7056
C 0.763783 -6.370825 3.564767 -0.016 -0.138 -0.061 -0.6918
Br -0.278152 -7.487954 4.765198 -0.062 0.023 0.013 0.6118
H 2.381420 -6.233998 5.002021 -0.231 -0.219 0.102 -0.0147
H 2.543371 -5.169663 3.600597 -0.058 0.110 0.006 0.0339
H 1.201871 -7.054242 2.840579 0.072 0.017 0.007 0.0613
H 0.061419 -5.714391 3.061729 0.033 0.039 -0.018 0.0417
Br -7.067522 -0.839993 -1.410952 0.073 -0.047 0.065 0.6117
C -7.224847 -2.718358 -1.887751 0.026 0.214 -0.209 -0.6865
C -8.638343 -3.204061 -1.725166 -0.024 -0.227 0.156 -0.6857
Br -9.077351 -3.487485 0.149685 -0.020 0.075 -0.002 0.5954
H -6.513994 -3.261322 -1.273676 -0.010 -0.028 0.017 0.0070
H -6.916471 -2.776739 -2.929107 -0.036 -0.038 -0.018 0.0620
H -8.763735 -4.174382 -2.200003 0.040 -0.007 -0.015 0.0587
H -9.372617 -2.509756 -2.120464 0.030 0.056 0.004 0.0407
Br -3.382508 -4.281306 4.055754 0.252 -0.404 0.664 0.7237
C -3.840499 -2.763143 5.186012 0.086 -0.170 -0.007 -0.6299
C -5.260387 -2.844062 5.678134 0.140 0.239 -0.121 -0.6916
Br -6.534433 -2.358012 4.284860 -0.231 -0.211 0.224 0.7197
H -3.639942 -1.866718 4.606698 0.000 0.034 -0.001 0.0131
H -3.147212 -2.814013 6.022326 -0.024 -0.001 0.030 0.0662
H -5.428866 -2.126387 6.475734 0.024 0.004 0.016 0.0399
H -5.535456 -3.832671 6.021646 0.045 -0.044 -0.015 0.0084
Br 3.337233 -4.492649 6.222395 4.368 -0.242 3.594 0.5880
C 4.996232 -4.385844 7.289947 -0.082 -0.089 -0.557 -0.6071
C 6.108389 -5.224149 6.712616 0.128 -0.034 0.298 -0.6933
Br 5.836393 -7.118173 7.079008 -0.030 0.003 -0.103 0.5986
H 4.732661 -4.673511 8.302620 0.049 -0.041 0.010 0.0495
H 5.272998 -3.331498 7.273083 0.015 -0.012 -0.026 0.0551
H 7.063356 -4.980559 7.174488 -0.003 -0.002 0.003 0.0525
H 6.195821 -5.122522 5.635744 -0.052 0.021 -0.016 0.0487
Br 1.249899 6.481138 -0.911868 -0.058 -0.064 0.053 0.6305
C 1.674643 7.977753 0.251101 -0.151 -0.231 0.000 -0.6821
C 0.900478 9.209350 -0.133429 0.175 0.202 0.009 -0.6843
Br 1.636907 10.052937 -1.726560 -0.075 -0.029 -0.032 0.6277
H 2.749333 8.119429 0.203721 0.003 0.078 -0.035 0.0531
H 1.396999 7.651982 1.250894 -0.027 0.051 0.019 0.0583
H 0.971947 9.963263 0.647068 0.022 -0.011 0.019 0.0572
H -0.143540 9.002485 -0.341631 -0.004 -0.063 0.000 0.0505
Br 4.077026 1.562560 5.734262 0.026 -0.059 0.059 0.6005
C 4.934199 0.259745 4.568103 -0.026 0.273 -0.091 -0.6924
C 3.930130 -0.474576 3.722434 -0.093 -0.203 0.156 -0.6875
Br 2.968926 -1.828601 4.748357 0.521 1.407 -0.663 0.5651
H 5.512398 -0.400301 5.206226 -0.031 -0.050 -0.001 0.0455
H 5.608906 0.839729 3.942187 -0.006 -0.015 -0.033 0.0558
H 4.431981 -1.024756 2.929905 0.011 0.016 -0.031 0.0131
H 3.183491 0.181310 3.285784 0.054 0.063 -0.031 0.0502
Br -11.420668 -0.011138 -0.626322 0.003 -0.021 0.090 0.6015
C -11.150968 1.727080 0.206432 -0.111 -0.081 -0.281 -0.6937
C -9.727811 2.193889 0.065634 0.119 0.073 0.227 -0.6910
Br -8.548236 1.260839 1.296890 0.025 0.001 0.025 0.5862
H -11.463928 1.632580 1.240506 0.056 0.009 0.033 0.0496
H -11.825315 2.401612 -0.315959 0.030 0.039 -0.006 0.0567
H -9.644336 3.245569 0.329705 -0.050 0.012 0.001 0.0571
H -9.328804 2.039426 -0.931507 -0.053 -0.045 -0.032 0.0474
Br -7.423481 -3.714750 8.161400 -0.181 -0.106 0.184 0.6632
C -8.863580 -4.144777 6.922243 0.227 0.119 -0.113 -0.6774
C -10.069156 -3.276167 7.151894 -0.233 -0.151 0.060 -0.6987
Br -11.068725 -3.837166 8.723760 0.037 0.066 0.020 0.6079
H -9.072235 -5.202734 7.038573 -0.065 0.004 0.054 0.0539
H -8.450186 -3.964705 5.931968 -0.037 0.043 -0.016 0.0143
H -10.765284 -3.368812 6.321734 0.039 -0.019 -0.043 0.0592
H -9.814837 -2.231765 7.295933 0.064 0.003 -0.016 0.0511
```
Forces are in eV/Å.

## Properties
Strongest force on any atom, eV/A: 5.66
ΔE to the lowest compared entry with this formula, charge and spin, kcal per mole: 0.0
M, u: 2768.21
Gap between HOMO and LUMO, eV: 7.57
Total charge: 0
Highest occupied orbital energy, eV: -7.3
Calculated total energy, eV: -2009942.3721



[4]
DFT (wB97M-V/def2-TZVPD) results for a molecular structure, C29H22Cl2IrN6O.

```
61
Properties=species:S:1:pos:R:3:forces:R:3:lowdin_spin:R:1
Ir -0.489328 -0.625759 -1.348565 0.338 0.082 0.553 2.3967
C -0.758127 -2.270874 5.409308 -0.090 0.022 0.048 0.0117
C -0.232826 -1.852214 4.072362 0.113 0.117 -0.108 0.0635
C 0.539735 -0.696449 3.929929 -0.121 -0.146 0.114 -0.0112
C 0.989605 -0.302575 2.693936 0.023 -0.025 -0.349 0.0630
C 0.708998 -1.036180 1.518301 -0.061 -0.208 0.560 0.0308
N 1.110366 -0.554334 0.287678 -0.110 0.376 -0.411 0.4685
C 2.360088 -0.025194 0.145169 0.056 -0.161 0.147 0.0397
C 3.443604 -0.530381 0.909715 -0.145 0.016 0.047 0.0934
C 4.715678 -0.034993 0.793383 0.076 0.058 -0.047 -0.0144
C 5.002429 1.000017 -0.102975 -0.080 -0.103 0.092 0.1113
C 6.390491 1.532979 -0.245570 0.085 -0.028 -0.066 0.0207
C 3.962505 1.473891 -0.901411 -0.100 -0.009 -0.096 -0.0016
C 2.672111 0.984696 -0.803879 0.159 -0.166 0.031 0.0867
N 1.691764 1.570035 -1.650809 0.022 0.329 0.085 0.0125
C 1.670313 2.854098 -2.076576 -0.105 -0.016 -0.088 0.0315
C 0.704851 2.963714 -3.050196 -0.041 -0.021 0.028 0.0085
C 0.170061 1.680439 -3.167731 0.272 0.186 -0.150 0.0403
N 0.774227 0.842542 -2.321188 -0.383 -0.353 -0.040 0.0834
C -0.072200 -2.208099 1.669186 0.163 0.383 0.051 0.0589
C -0.528759 -2.579510 2.925245 -0.079 -0.063 -0.017 -0.0034
N -0.342948 -3.082081 0.584105 0.158 -0.255 0.078 0.0091
C -0.553730 -4.417942 0.648579 0.006 -0.063 -0.143 0.0341
C -0.811766 -4.871699 -0.623181 -0.032 0.053 -0.039 0.0075
C -0.738855 -3.738148 -1.431161 0.121 -0.229 0.144 0.0416
N -0.434756 -2.668735 -0.695803 -0.431 0.408 -0.530 0.0926
H -0.077188 -1.975929 6.205696 0.007 -0.033 0.006 0.0014
H -0.916797 -3.346522 5.459463 0.015 0.000 0.016 0.0009
H -1.717493 -1.785441 5.605611 0.013 -0.017 0.002 0.0050
H 0.773404 -0.100543 4.803261 0.011 0.012 -0.021 -0.0012
H 1.545546 0.620048 2.594265 0.072 0.004 -0.022 0.0009
H 3.250865 -1.363037 1.572088 -0.023 0.021 0.041 0.0021
H 5.515195 -0.463337 1.384566 -0.021 0.004 0.013 -0.0023
H 6.934423 1.458052 0.694214 0.002 0.040 0.004 0.0023
H 6.393354 2.568758 -0.580160 0.001 0.007 0.021 0.0018
H 6.943499 0.947550 -0.985294 -0.022 0.004 0.003 0.0090
H 4.184519 2.228449 -1.645172 -0.025 0.015 0.002 -0.0018
H 2.330753 3.601573 -1.671848 0.052 -0.070 0.052 0.0016
H 0.432848 3.847713 -3.599924 0.011 -0.017 0.002 0.0003
H -0.585280 1.317408 -3.846132 -0.039 -0.062 0.081 0.0019
H -1.149342 -3.461157 3.020782 0.016 -0.012 -0.013 -0.0010
H -0.485050 -4.969094 1.569823 0.028 0.094 0.051 0.0020
H -1.016875 -5.882570 -0.928101 0.017 0.003 0.028 0.0003
H -0.864380 -3.654715 -2.498331 -0.021 0.087 0.011 0.0028
Cl -4.340311 -0.562744 -4.919607 -0.013 0.048 0.048 0.0729
C -4.257601 0.411525 -3.535107 0.051 -0.072 -0.031 0.1798
C -5.235322 1.352971 -3.270321 -0.096 0.035 -0.064 -0.0220
C -5.168330 2.159074 -2.147278 0.009 -0.080 -0.091 0.2154
Cl -6.390895 3.304603 -1.874172 0.014 -0.009 -0.004 0.0966
C -4.084994 2.037147 -1.209555 0.225 -0.106 0.096 0.0238
C -3.954311 2.820255 -0.050269 -0.040 0.042 0.022 0.0265
C -2.890149 2.612577 0.793718 -0.045 -0.032 -0.050 0.0036
C -1.961220 1.621604 0.476937 0.047 -0.016 0.074 0.0267
N -2.059204 0.884740 -0.617494 0.190 -0.227 -0.143 0.1031
C -3.093213 1.077878 -1.458853 -0.153 0.190 0.140 0.0690
C -3.131556 0.230484 -2.654334 -0.025 -0.036 -0.060 0.1096
O -2.224635 -0.590513 -2.887921 -0.080 -0.027 -0.116 0.2941
H -6.062747 1.460815 -3.958838 -0.003 0.017 0.022 -0.0037
H -4.693763 3.578433 0.169606 0.006 -0.007 0.009 0.0017
H -2.767472 3.196525 1.694263 -0.003 0.000 0.001 0.0000
H -1.119813 1.410177 1.126567 0.009 0.017 -0.025 0.0012
```
Forces are in eV/Å.

## Properties
Strongest force on any atom, eV/A: 0.80
<S²>: 8.8340
Spin multiplicity: 6
ΔE to the lowest compared entry with this formula, charge and spin, kcal per mole: 2.2
M, u: 733.66
Gap between HOMO and LUMO (spin up / spin down), eV: 6.72 / 5.98
Total charge: +2
Highest occupied orbital energy (spin up / spin down), eV: -12.8 / -13.9
Calculated total energy, eV: -69285.3872